{
  "formula": "C20H26ClNTc",
  "method": "ωB97M-V with the def2-TZVPD basis set",
  "s2": 3.7814,
  "homo_energy_ev": [-13.52, -14.85],
  "spin_multiplicity": 4,
  "de_lowest_kcal_mol": 0.6,
  "total_charge": 2,
  "e_tot_ev": -37353.973,
  "elements": ["C", "C", "C", "C", "Cl", "H", "H", "H", "H", "H", "H", "H", "H", "H", "C", "C", "C", "H", "C", "C", "H", "H", "H", "H", "C", "C", "C", "H", "C", "C", "H", "H", "H", "H", "Tc", "N", "C", "C", "C", "C", "C", "C", "H", "H", "H", "H", "H", "H", "H"],
  "xyz": [[0.2550, 0.8602, -5.4422], [1.5925, 1.4220, -5.9078], [0.0098, -0.5069, -6.0850], [-0.8281, 1.8377, -5.8838], [0.2639, 0.7436, -3.7215], [0.0397, -0.3467, -7.1639], [-0.9704, -0.9218, -5.8326], [0.7818, -1.2373, -5.8286], [1.5856, 1.5407, -6.9943], [2.4110, 0.7559, -5.6426], [1.7634, 2.3952, -5.4500], [-0.7861, 1.9486, -6.9697], [-0.6635, 2.8104, -5.4242], [-1.8201, 1.4793, -5.6146], [1.5924, -1.0005, 1.7243], [0.7365, -1.9379, 1.0289], [0.8898, -1.7011, -0.3959], [0.1798, -2.7406, 1.4949], [2.0531, -0.8410, -0.5529], [2.4443, -0.3859, 0.7218], [3.2797, 0.2655, 0.9467], [1.6829, -0.9127, 2.8066], [0.4199, -2.2527, -1.2120], [2.5558, -0.6313, -1.4984], [-2.1279, 0.6892, 1.2525], [-2.0005, -0.6819, 1.6996], [-1.8514, -1.4929, 0.5263], [-2.0548, -1.0154, 2.7393], [-1.9159, -0.6650, -0.6341], [-2.0981, 0.6926, -0.1862], [-2.1930, 1.5562, -0.8346], [-2.3233, 1.5322, 1.9004], [-1.7917, -2.5729, 0.5188], [-1.8040, -0.9647, -1.6748], [-0.2059, -0.1308, 0.6304], [0.5506, 1.9678, 0.3671], [1.2465, 2.5266, 1.5045], [2.4045, 3.2746, 1.3262], [3.1593, 3.6275, 2.4478], [2.7508, 3.2392, 3.7336], [1.5608, 2.5288, 3.8814], [0.7613, 2.2331, 2.7834], [1.1237, 1.9964, -0.4800], [-0.2592, 2.5523, 0.1373], [2.7238, 3.5780, 0.3228], [4.0876, 4.1886, 2.3301], [3.3707, 3.4659, 4.6043], [1.2389, 2.1978, 4.8648], [-0.1945, 1.7292, 2.9014]]
}